(1)
The following is a DFT calculation (wB97M-V/def2-TZVPD) of a structure of composition C13H8AsBaNO10S.

```
35
Properties=species:S:1:pos:R:3:lowdin_charge:R:1
Ba 0.26137 -0.36810 -0.39560 1.998
O 2.48865 1.42933 -4.36797 -0.037
C 1.75641 0.84088 -3.55836 -0.676
O 2.04870 0.39289 -2.41829 -0.195
C 0.29291 0.64367 -4.00038 -0.188
C -0.11103 1.03481 -5.26923 -0.025
C -1.43678 0.85781 -5.62979 -0.075
C -2.32073 0.31309 -4.71308 -0.025
C -1.84312 -0.03831 -3.45816 -0.189
N -0.56098 0.11468 -3.11862 0.061
C -2.81709 -0.57478 -2.39029 -0.657
O -3.94287 -0.88962 -2.79008 -0.020
O -2.36201 -0.61982 -1.20938 -0.207
H 0.62840 1.47078 -5.92521 0.103
H -1.78213 1.15158 -6.61577 0.092
H -3.36844 0.15244 -4.92300 0.104
O -2.76749 1.35313 1.34936 -0.411
As -1.19982 1.91776 2.00763 1.034
O -0.70923 0.12043 2.59913 -0.344
O -0.14312 1.95405 0.72538 -0.842
C 0.33701 -0.06883 3.40654 -0.374
C 0.61423 0.83361 4.45175 -0.061
C 1.68636 0.65455 5.30209 -0.115
C 2.52268 -0.44727 5.16155 -0.119
C 2.25064 -1.35969 4.15834 -0.082
C 1.18110 -1.19177 3.28313 -0.191
S 1.00997 -2.45624 2.02240 0.391
O 1.35861 -3.68949 2.69292 -0.340
O -0.35360 -2.37925 1.50803 -0.448
O 1.96211 -2.06917 0.95788 -0.506
H -2.72495 0.69819 0.62885 -0.011
H -0.04532 1.68209 4.57784 0.073
H 1.86483 1.38104 6.08775 0.090
H 3.36360 -0.59931 5.82664 0.085
H 2.86112 -2.24518 4.03597 0.106
```

The value obtained for the HOMO-LUMO gap is 8.202 eV. Its net charge is -2. The HOMO energy is -0.128 Ha.


(2)
The following is a DFT calculation (wB97M-V/def2-TZVPD) of a structure of composition C13H8BeN2O5Se at a distorted geometry.

```
30
Properties=species:S:1:pos:R:3:lowdin_charge:R:1
O -0.04717 3.67444 -4.44919 0.185
C -0.04795 2.55658 -4.23174 0.028
Be -0.04335 0.21049 -3.29877 -0.458
O -0.05592 -0.73119 -6.08539 0.306
C -0.05461 -0.29475 -5.02135 0.089
C -0.03717 -1.39833 -2.56854 0.091
O -0.03250 -2.47006 -2.14814 0.306
C -1.78904 0.35078 -3.20468 -0.028
O -2.93869 0.31374 -3.17638 0.265
C 1.70164 0.34569 -3.22778 -0.027
O 2.85140 0.30105 -3.19874 0.266
C 2.15154 0.91655 1.05410 0.002
N 0.78291 0.43327 1.14155 -0.063
C -0.19085 0.69529 0.21952 -0.630
Se -0.02383 1.84456 -1.23335 0.923
N -1.30766 0.03423 0.66898 0.130
C -1.06205 -0.57564 1.90279 -0.176
C -1.93465 -1.10081 2.84946 0.016
C -1.40164 -1.40808 4.11242 -0.029
C -0.04735 -1.14851 4.41033 -0.028
C 0.81214 -0.58584 3.45387 0.023
C 0.27295 -0.33680 2.19663 -0.149
H 2.68096 0.43877 0.22340 0.100
H 2.64812 0.67356 1.99251 0.095
H 2.15508 1.99729 0.89626 0.098
H -2.21073 0.06253 0.20372 0.168
H -2.98049 -1.25221 2.58378 0.126
H -2.03781 -1.84535 4.88769 0.127
H 0.33506 -1.37846 5.40447 0.125
H 1.85167 -0.32281 3.64258 0.119
```

The value obtained for the HOMO-LUMO gap is 5.831 eV. Its net charge is +2. The HOMO energy is -0.544 Ha.


(3)
The following is a DFT calculation (wB97M-V/def2-TZVPD) of a structure of composition C13H8CsF17IN2O3 at a distorted geometry.

```
45
Properties=species:S:1:pos:R:3:lowdin_charge:R:1
C -2.58387 -3.92539 3.26589 -0.089
C -2.83691 -2.67339 2.29838 -0.234
N -1.60096 -2.22984 1.55112 -0.085
O -1.38876 -3.23002 0.61137 -0.012
C -1.22752 -2.70052 -0.68977 -0.290
O -1.83451 -3.38528 -1.64379 -0.657
N -0.38409 -1.49105 -0.99815 0.036
C -0.86073 -0.79017 -2.23669 -0.124
C -2.40584 -0.25367 -1.98060 -0.764
O -3.16200 -0.18148 -3.03667 -0.221
I -3.20669 0.37229 -0.05985 1.003
C 1.06435 -1.88328 -1.11107 -0.269
F 1.45401 -1.64799 -2.42485 0.119
F 1.02888 -3.31401 -0.98495 0.086
C 1.98838 -1.35169 0.05882 -0.172
F 1.11760 -1.09316 1.15750 0.087
F 2.74446 -2.46922 0.50894 0.101
C 3.00168 -0.17343 -0.17937 -0.212
F 3.39742 0.10579 -1.48565 0.128
F 4.21416 -0.54431 0.47602 0.102
C 2.64980 1.24401 0.50080 -0.211
F 2.62121 1.18390 1.90825 0.126
F 3.79119 2.04656 0.21477 0.105
C 1.42351 2.01822 -0.13865 -0.178
F 0.21698 1.25676 -0.15398 0.041
F 1.64292 2.34556 -1.50598 0.096
C 1.02225 3.38493 0.62022 -0.221
F 2.03224 3.91970 1.41343 0.136
F -0.01259 3.00391 1.52487 0.082
C 0.37969 4.49711 -0.32067 -0.199
F -0.63751 3.99454 -1.17103 0.096
F -0.30653 5.38321 0.55182 0.099
C 1.41267 5.40081 -1.13489 -0.342
F 2.72454 4.94945 -1.13356 0.131
F 1.43923 6.68982 -0.55910 0.109
F 1.01084 5.61439 -2.46793 0.115
H -1.46742 -4.04172 3.49947 0.087
H -3.13413 -3.79825 4.26525 0.088
H -2.98777 -4.87928 2.77451 0.084
H -3.19498 -1.81101 2.95852 0.123
H -3.69644 -2.91023 1.59364 0.117
H -0.81549 -2.27436 2.22063 0.124
H -0.27823 0.16721 -2.48307 0.157
H -0.94889 -1.48909 -3.16600 0.135
Cs -3.40612 -3.03635 -2.90796 1.566
```

The value obtained for the HOMO-LUMO gap is 8.669 eV. Its net charge is +1. The HOMO energy is -0.477 Ha.


(4)
The following is a DFT calculation (wB97M-V/def2-TZVPD) of the molecule C13H8S4 at a distorted geometry.

```
25
Properties=species:S:1:pos:R:3:lowdin_charge:R:1
C -4.49648 1.11676 1.32130 -0.091
C -4.04688 0.48278 2.50312 -0.070
C -2.65982 0.24129 2.65118 -0.097
C -1.75270 0.73375 1.74045 -0.606
C -2.19303 1.36581 0.59111 -0.573
C -3.56244 1.55570 0.39962 -0.103
S -0.99388 1.91205 -0.55430 0.902
C 0.27624 0.79440 0.17403 -1.468
S -0.05707 0.56271 1.94917 0.903
S 1.93541 1.49481 -0.11650 0.905
C 2.61697 0.08335 -0.90155 -0.554
C 3.97439 0.00374 -1.26159 -0.082
C 4.38341 -1.12745 -1.98418 -0.103
C 3.52491 -2.16660 -2.27842 -0.104
C 2.19971 -2.11514 -1.85934 -0.086
C 1.76133 -0.97010 -1.15864 -0.545
S 0.13210 -0.87432 -0.52390 0.909
H -5.57975 1.26653 1.18311 0.109
H -4.79677 0.15676 3.27343 0.116
H -2.38012 -0.25074 3.55618 0.098
H -3.88352 2.12255 -0.47297 0.109
H 4.65226 0.80223 -1.02517 0.101
H 5.45294 -1.19397 -2.30261 0.116
H 3.91506 -3.03351 -2.82643 0.110
H 1.57772 -2.96339 -2.07709 0.102
```

The value obtained for the HOMO-LUMO gap is 8.463 eV. The SMILES is c1ccc2c(c1)SC1(S2)Sc2ccccc2S1. The HOMO energy is -0.291 Ha.


(5)
The following is a DFT calculation (wB97M-V/def2-TZVPD) of a structure of composition C13H9AsCaClNO14S.

```
41
Properties=species:S:1:pos:R:3:lowdin_charge:R:1
Ca -0.43087 0.24018 -0.46784 1.449
O 3.31901 -1.51553 -0.19248 -0.335
Cl 1.97597 -1.65925 -0.67360 0.654
O 1.81605 -2.92253 -1.33319 -0.335
O 1.64429 -0.57047 -1.58166 -0.425
O 1.02667 -1.54877 0.42888 -0.432
O -1.40826 3.31508 2.08340 -0.275
As -0.03703 3.57770 0.97419 0.837
O 0.96519 4.69179 1.63008 -0.507
O 0.54320 2.08352 0.56780 -0.596
C -0.99884 4.52880 -0.46569 -0.209
C -0.73569 5.89694 -0.46412 -0.102
C -1.40896 6.76131 -1.31592 -0.099
C -2.37274 6.26865 -2.18355 -0.100
C -2.64363 4.90951 -2.20342 -0.074
C -1.95931 4.04505 -1.35808 -0.253
S -2.30141 2.30200 -1.55647 0.452
O -3.50585 2.22418 -2.34521 -0.318
O -1.09902 1.76226 -2.20899 -0.411
O -2.42244 1.71448 -0.21038 -0.422
H -1.98389 2.67321 1.63214 0.002
H 0.00787 6.26298 0.23340 0.085
H -1.18223 7.82124 -1.29313 0.091
H -2.91268 6.93489 -2.84638 0.091
H -3.38431 4.49174 -2.87105 0.101
O -1.75790 -1.42997 -1.66300 -0.082
C -2.37566 -1.76115 -0.62462 -0.652
O -2.14901 -1.33169 0.52904 -0.077
C -3.51238 -2.75752 -0.77869 -0.093
C -4.25520 -3.13814 0.33023 -0.002
C -5.30828 -4.03672 0.20504 -0.070
C -5.62662 -4.56361 -1.03433 -0.025
C -4.87275 -4.17180 -2.13023 -0.145
C -3.82244 -3.27701 -2.02709 0.074
N -5.21400 -4.73286 -3.44539 -0.357
O -4.55144 -4.39538 -4.40463 0.074
O -6.14321 -5.52482 -3.50658 0.036
H -3.98312 -2.70585 1.28413 0.117
H -5.88498 -4.32573 1.07453 0.097
H -6.43865 -5.26216 -1.16901 0.106
H -3.24403 -2.97065 -2.88653 0.131
```

The value obtained for the HOMO-LUMO gap is 7.828 eV. Its net charge is -2. The HOMO energy is -0.158 Ha.


(6)
The following is a DFT calculation (wB97M-V/def2-TZVPD) of a structure of composition C13H9BeNO4 at a distorted geometry.

```
28
Properties=species:S:1:pos:R:3:lowdin_charge:R:1
Be -1.19855 -0.07832 -1.61418 -0.390
O -1.00101 -2.70321 -1.99044 0.325
C -1.34914 -1.55366 -2.11794 -0.267
C -1.82610 1.30681 -1.94706 -0.268
O -1.86000 2.49343 -1.66741 0.318
C -2.46175 -0.39116 -0.65987 0.115
O -3.48019 -0.65542 -0.14391 0.359
C 0.03682 0.23009 -2.60340 0.134
O 0.79047 0.47539 -3.45767 0.361
C -2.21493 -0.94702 -3.19500 -0.026
H -1.80334 -1.15080 -4.20161 0.184
H -3.18531 -1.47202 -3.19655 0.183
C -2.49534 0.59584 -3.08069 -0.031
H -3.58145 0.73261 -2.98886 0.182
H -2.24509 1.05856 -4.05113 0.185
N -0.04527 0.00716 -0.09375 0.263
C 0.62950 0.05319 0.83975 0.042
C 1.50795 0.11566 1.99441 -0.201
C 2.89083 0.27903 1.82522 -0.011
C 3.71460 0.33425 2.94079 -0.033
C 3.18896 0.23120 4.22864 -0.009
C 1.81317 0.06742 4.38616 -0.033
C 0.96985 0.00809 3.28519 -0.012
H 3.30140 0.36548 0.82384 0.125
H 4.77998 0.46190 2.80727 0.124
H 3.83818 0.27717 5.10086 0.131
H 1.38729 -0.01837 5.37747 0.124
H -0.10151 -0.12330 3.39986 0.125
```

The value obtained for the HOMO-LUMO gap (alpha / beta) is 4.836 / 4.845 eV. Its net charge is +2. The HOMO energy (alpha / beta) is -0.571 / -0.571 Ha.


(7)
The following is a DFT calculation (wB97M-V/def2-TZVPD) of a structure of composition C13H9ClF3O5PSSr at a distorted geometry.

```
34
Properties=species:S:1:pos:R:3:lowdin_charge:R:1
C 1.71450 2.79257 1.31470 -0.078
C 2.31790 1.39477 0.99868 -0.125
C 1.23698 0.32619 0.87012 -0.120
C 1.31202 -0.72472 0.04109 -0.083
S 2.71340 -1.02156 -1.05771 0.806
O 3.88599 -1.32114 -0.26077 -0.216
O 2.40698 -2.12172 -1.94490 -0.237
C 2.99191 0.45442 -2.16996 -0.704
F 4.08836 1.08280 -1.80760 0.174
F 3.19786 0.02081 -3.37119 0.220
F 1.96804 1.31830 -2.15623 0.121
C 0.15456 -1.73500 0.04001 -0.339
O 0.28726 -2.89898 -0.13241 0.142
C -1.22076 -1.14472 0.32480 -0.080
C -1.28617 -0.02140 1.19754 -0.139
C -2.52314 0.57586 1.55669 -0.057
C -3.70602 0.02396 1.02508 -0.026
C -3.65030 -1.07922 0.15315 -0.027
C -2.41603 -1.68637 -0.19833 -0.284
P -2.42940 -3.19402 -1.30462 0.668
O -3.91372 -3.04831 -2.05140 -0.335
Cl -1.07665 -2.78641 -2.83841 0.292
C 0.01014 0.49837 1.76772 -0.350
O 0.05248 1.01784 2.84946 0.169
H 0.65708 2.81036 0.94911 -0.125
H 1.66535 2.88789 2.40556 0.113
H 2.30390 3.63121 0.92483 0.115
H 2.95958 1.11486 1.84797 0.163
H 2.98698 1.47877 0.13963 0.097
H -2.55722 1.40926 2.25943 0.117
H -4.66470 0.45518 1.29902 0.126
H -4.57147 -1.48180 -0.25986 0.118
H -3.95003 -2.14630 -2.40630 0.046
Sr -0.94567 3.11826 -0.00488 1.837
```

The value obtained for the HOMO-LUMO gap is 5.035 eV. Its net charge is +2. The HOMO energy is -0.534 Ha.